Record 1
Here is a cluster of 3 separate species, C42H79N2O5 in total at a distorted geometry from OMol25. Energies are from ωB97M-V with the def2-TZVPD basis set.

Structure (XYZ):
```
128
Properties=species:S:1:pos:R:3:lowdin_charge:R:1
O -5.431 -3.668 -3.894 -0.2154
O -1.712 -3.562 6.672 0.0273
O -0.993 -1.598 7.592 -0.0667
O -2.163 4.362 -1.812 0.0640
O -6.545 0.190 -1.847 -0.0659
N -3.673 1.507 -0.535 -0.0692
N -6.189 0.250 0.577 0.0162
C -4.991 0.572 1.408 -0.2553
C 6.842 -1.636 -1.870 -0.1033
C 0.683 -3.174 6.204 -0.0122
C -0.823 2.356 -2.189 -0.0976
C -3.411 -4.343 -1.230 -0.1914
C 1.751 2.263 -3.021 -0.0284
C 3.143 -1.552 -1.173 -0.2680
C -2.576 -4.389 -2.629 -0.1955
C -5.230 0.735 4.037 -0.2065
C 6.413 3.902 -3.624 -0.2653
C -6.257 1.036 -0.687 -0.3169
C -3.533 -2.312 0.567 -0.1671
C -3.700 0.395 0.476 -0.1877
C -3.832 1.454 6.133 -0.2243
C -4.269 -4.039 -4.685 -0.2130
C -0.727 -2.779 6.840 -0.3945
C -4.916 -0.281 2.798 -0.1229
C -5.344 -2.301 -3.435 -0.1346
C 6.118 -0.601 -1.020 -0.2775
C 2.394 -0.390 -0.538 -0.1135
C -2.764 2.669 -0.136 -0.0178
C 9.461 3.200 -3.786 -0.2725
C 10.069 4.490 -4.317 -0.1122
C 5.339 -1.213 0.145 -0.2243
C 0.626 2.988 -2.242 0.0090
C 1.523 0.892 -3.798 -0.0375
C 4.205 -2.161 -0.255 -0.2248
C -4.639 0.211 5.445 -0.1891
C -2.612 -3.454 -0.152 -0.1888
C 8.382 2.618 -4.702 -0.2270
C -0.053 -0.525 7.254 -0.1885
C 5.840 2.713 -2.867 -0.1265
C -3.612 -0.985 -0.336 -0.1250
C -3.430 -5.110 -3.816 -0.1632
C -1.558 1.669 7.378 -0.2105
C -3.046 1.036 7.475 -0.1864
C -1.024 1.013 -2.938 -0.0303
C 7.150 3.505 -4.904 -0.2258
C -1.936 3.177 -1.410 -0.2636
C 0.113 0.255 -3.729 -0.0478
C -0.489 0.752 8.156 -0.1646
C -5.019 2.017 -0.963 -0.0252
H 8.070 1.647 -4.303 0.0949
H 10.516 4.334 -5.302 0.0772
H 7.440 4.416 -5.439 0.1030
H 7.544 -2.215 -1.266 0.0789
H -3.970 -0.709 5.359 0.1139
H -4.753 1.777 3.862 0.0998
H -2.703 -5.616 -4.539 0.1099
H -2.016 2.382 0.680 0.1542
H -5.298 3.045 -0.547 0.1543
H 6.143 -2.328 -2.346 0.0675
H -2.274 -4.142 0.706 0.1153
H -3.129 1.856 5.301 0.0953
H -4.257 -1.918 -3.329 0.0865
H 3.063 0.442 -0.305 0.0695
H -6.364 0.890 4.036 0.1151
H 9.062 3.367 -2.781 0.0977
H -1.552 2.711 7.851 0.1136
H 5.142 2.151 -3.493 0.0627
H -4.094 -5.921 -3.358 0.1206
H -4.676 -4.483 -5.671 0.1335
H -5.597 -1.195 2.797 0.1318
H -5.956 -1.553 -4.044 0.1023
H -7.055 0.356 1.130 0.1359
H -3.795 -0.548 2.925 0.1033
H 6.625 2.033 -2.527 0.0567
H -1.635 -5.024 -2.491 0.1142
H 0.467 1.382 8.307 0.1166
H -6.927 -0.664 -1.540 0.0979
H -4.507 -4.060 -1.375 0.0997
H -4.437 -1.103 -1.120 0.0905
H 9.323 5.285 -4.398 0.0659
H 5.591 4.574 -3.892 0.1035
H -0.136 -0.748 -4.239 0.1019
H -2.304 -3.339 -2.989 0.0905
H -1.208 1.759 6.281 0.1000
H -0.084 -0.247 6.140 0.1341
H 3.720 -2.525 0.658 0.1087
H 4.625 -3.046 -0.744 0.1033
H 6.035 -1.761 0.790 0.1120
H 1.029 -0.784 7.520 0.1186
H -3.059 -0.096 7.615 0.1074
H -5.555 0.051 6.133 0.1213
H -2.783 0.413 1.183 0.1693
H 2.420 -2.334 -1.431 0.1046
H 2.345 0.371 -4.394 0.1023
H -3.613 1.540 8.349 0.1204
H -4.964 2.155 -2.112 0.1718
H 5.297 3.057 -1.981 0.0724
H -2.617 -0.943 -0.936 0.1181
H -3.352 3.568 0.265 0.1537
H 7.073 4.475 -2.965 0.1023
H 8.823 2.411 -5.683 0.1116
H 4.935 -0.402 0.762 0.1004
H 5.454 -0.004 -1.653 0.0812
H 0.743 -4.320 6.220 0.1040
H 0.752 -2.816 5.122 0.0956
H -7.191 1.718 -0.591 0.1670
H -4.551 2.334 6.356 0.1208
H -4.600 -2.763 0.571 0.1250
H 10.260 2.458 -3.679 0.1061
H 0.860 3.984 -1.719 0.1142
H 1.899 -0.706 0.385 0.0738
H 2.791 2.719 -3.096 0.0776
H -0.943 0.427 9.167 0.1324
H 6.452 2.979 -5.566 0.1086
H 6.860 0.095 -0.613 0.1070
H -3.169 -2.126 1.632 0.1006
H 7.408 -1.141 -2.664 0.0667
H -3.406 -5.435 -0.850 0.1205
H -3.219 1.113 -1.391 0.1332
H -3.564 -3.176 -4.937 0.1163
H 1.632 -0.013 -1.225 0.0302
H 1.560 -2.740 6.792 0.0797
H 3.593 -1.228 -2.117 0.0935
H 10.854 4.842 -3.642 0.0717
H -2.047 0.503 -2.956 0.0729
H -5.771 -2.294 -2.360 0.0736
H -5.130 1.672 1.759 0.1467
H -1.704 -2.984 -0.671 0.1025
```

Computed properties:
lowest unoccupied orbital energy	-3.3	eV
highest occupied orbital energy	-11.7	eV
energy above the lowest of the compared OMol25 structures with the same formula, charge and spin	206.6	kcal/mol
F_max	0.10029	hartree/bohr
frontier orbital gap	8.4	eV
net charge	+1

---

Record 2
Here is a cluster of 13 separate species, C42H80Cl8O27 in total at a distorted geometry from OMol25. Energies are from ωB97M-V with the def2-TZVPD basis set.

Structure (XYZ):
```
157
Properties=species:S:1:pos:R:3:lowdin_charge:R:1
Cl -2.812 0.593 1.000 0.6723
Cl -3.373 0.652 -3.006 0.4967
Cl -5.992 -2.312 1.594 0.5638
Cl -0.590 1.864 -4.529 0.6049
Cl -2.599 -4.094 4.624 0.6510
Cl 2.879 -0.517 -6.597 0.6121
Cl 3.280 -3.806 -5.379 0.5287
Cl 0.106 -6.175 2.056 0.6868
O 2.783 7.786 1.829 0.0075
O -3.160 -0.571 5.309 0.1225
O 2.717 2.936 -6.158 -0.0648
O -2.964 7.177 0.813 -0.0140
O -0.583 -5.385 -3.595 -0.0037
O -2.100 1.303 4.993 0.0802
O -1.805 5.666 2.224 0.0696
O 4.976 7.514 1.527 0.0915
O 3.794 5.907 2.696 -0.0171
O 2.021 4.723 4.802 0.1056
O -3.278 -5.668 -1.071 -0.0187
O -4.411 1.208 5.072 0.0750
O 0.840 -0.689 -0.501 -0.0244
O 0.525 1.357 0.312 -0.0290
O -3.748 5.196 1.051 0.0373
O 2.945 2.693 -3.975 -0.0165
O -3.960 -3.525 -1.537 -0.0241
O 4.845 2.853 -5.418 0.0951
O -1.938 -4.603 -5.124 0.0227
O 5.193 -3.409 -0.378 -0.0086
O -2.448 -3.841 0.172 0.0435
O 0.186 -0.543 1.665 0.0618
O 3.219 -3.972 -1.349 0.1172
O 0.120 3.845 5.680 0.0719
O 4.200 -5.222 0.265 0.0354
O -0.410 -3.181 -4.172 0.0894
O 0.007 5.955 4.960 0.0555
C 1.497 7.463 2.415 -0.0119
C 3.669 2.647 -2.727 -0.2209
C 2.994 3.472 -7.444 -0.0378
C -1.840 -5.373 3.734 -0.6713
C -0.945 -4.278 -4.250 -0.5348
C 3.021 -5.864 0.730 -0.2370
C 2.645 2.904 -1.665 -0.0598
C -1.186 5.723 5.659 -0.1259
C -2.153 -2.861 -6.877 -0.0585
C -4.283 3.558 2.790 -0.0360
C -1.205 4.228 5.702 -0.1838
C 5.322 4.198 1.922 -0.0575
C -1.998 -0.369 -3.656 -0.5958
C 3.610 -1.105 -5.117 -0.6780
C -5.184 -0.718 1.492 -0.6341
C 3.634 2.887 -5.176 -0.5171
C -0.684 -4.817 2.841 -0.6261
C 2.801 -2.273 -4.536 -0.6345
C -1.107 0.351 5.312 -0.1294
C -2.506 -6.726 -0.474 -0.1695
C -3.457 -7.223 0.648 -0.0657
C 0.113 2.356 1.282 -0.2023
C -2.763 5.968 1.459 -0.4894
C 0.838 -2.118 -0.523 -0.0211
C -4.842 -4.040 -2.527 -0.0447
C 4.899 5.144 3.068 -0.2159
C 0.446 -0.008 0.585 -0.5399
C 0.473 -5.379 -2.542 0.0162
C -2.818 -3.651 -5.750 -0.2221
C -3.264 0.690 5.161 -0.5833
C 5.574 -2.318 -1.274 -0.0103
C 4.108 -4.202 -0.582 -0.5769
C -2.100 8.288 1.032 -0.0551
C -0.664 0.378 -3.637 -0.6982
C -1.797 -0.920 5.188 -0.1835
C 3.918 7.093 2.020 -0.5092
C 0.829 4.874 5.121 -0.4649
C -3.721 -0.953 1.118 -0.6189
C 1.389 2.931 1.889 -0.0405
C -3.176 -4.335 -0.746 -0.4322
C 3.366 -7.074 1.654 -0.0659
C -3.812 3.812 1.307 -0.2027
H 5.019 -1.421 -0.999 0.0916
H -2.032 8.628 2.065 0.0957
H 4.228 1.724 -2.573 0.1167
H -0.501 3.104 0.781 0.1138
H 2.135 3.865 -1.720 0.0949
H -5.081 4.229 3.107 0.0802
H -3.672 -4.199 -6.149 0.1205
H 0.828 -6.397 -2.383 0.0970
H -3.242 -1.536 1.904 0.0577
H -3.592 -1.472 0.168 0.0459
H -4.490 3.368 0.578 0.1187
H -4.265 -4.440 -3.361 0.0809
H 2.490 -6.318 -0.107 0.1055
H -2.013 6.098 5.056 0.1322
H 2.011 2.017 -1.665 0.0702
H 0.164 -0.282 -3.897 0.0613
H 3.434 -0.302 -4.401 0.0534
H -1.833 -3.583 -7.628 0.0820
H -1.446 -6.061 4.483 0.0658
H -2.767 -2.103 -7.363 0.0838
H 5.701 5.870 3.197 0.1194
H -5.560 -4.793 -2.202 0.0983
H -2.480 9.137 0.463 0.0940
H -3.308 -2.945 -5.079 0.1023
H -3.060 -8.134 1.096 0.0773
H 4.022 -7.861 1.283 0.0803
H -0.476 1.924 2.091 0.0894
H -5.607 -0.062 0.731 0.0720
H 4.443 3.413 -2.760 0.1221
H 4.681 -1.302 -5.171 0.0778
H -1.943 -1.219 -2.975 0.0510
H 0.723 7.662 1.674 0.0677
H -2.849 3.319 1.167 0.0635
H 1.225 -4.734 -2.996 0.0645
H -1.370 -1.613 5.914 0.1277
H 2.962 -2.373 -3.462 0.0470
H -5.501 -3.272 -2.931 0.0997
H 4.765 4.555 3.976 0.1224
H -1.668 3.802 4.812 0.1037
H 1.385 6.384 2.521 0.0733
H -1.913 3.760 6.387 0.1416
H 1.544 -2.466 0.232 0.0911
H -2.275 -0.821 -4.609 0.0509
H -5.300 -0.170 2.427 0.0625
H -2.473 -7.537 -1.202 0.1296
H 1.971 2.081 2.245 0.0921
H -0.318 0.303 4.561 0.1428
H -1.551 -1.401 4.241 0.1048
H -1.088 8.111 0.670 0.0749
H -0.774 0.426 6.347 0.1455
H 3.897 -6.633 2.497 0.0725
H 3.491 2.691 -8.019 0.0939
H 0.258 -4.916 -1.579 0.0782
H -2.604 -5.811 3.093 0.0414
H -1.117 -4.132 2.111 0.0428
H 1.054 -2.350 -1.566 0.0857
H 6.625 -2.031 -1.266 0.0903
H 1.326 7.916 3.392 0.1004
H 2.508 -7.482 2.189 0.0332
H 1.269 3.644 2.705 0.0571
H -0.382 0.672 -2.626 0.0475
H 1.737 -2.086 -4.684 0.0309
H -4.590 2.520 2.919 0.0487
H -4.403 -7.554 0.222 0.0765
H 5.789 4.551 1.002 0.0789
H -1.300 -2.361 -6.418 0.0655
H 6.062 3.515 2.338 0.0689
H -1.559 -6.421 -0.030 0.0615
H -3.781 -6.559 1.450 0.0644
H 3.618 4.352 -7.285 0.0970
H 5.421 -2.641 -2.303 0.0863
H -3.489 3.898 3.455 0.0506
H 2.085 3.827 -7.930 0.0940
H 2.400 -5.083 1.170 0.0872
H -1.222 6.144 6.663 0.1357
H 3.018 3.016 -0.647 0.0574
H -0.101 -2.542 -0.168 0.0811
H 4.536 3.484 1.677 0.0537
H 2.019 3.539 1.240 0.0564
H 0.041 -4.204 3.376 0.0746
```

Computed properties:
lowest unoccupied orbital energy	0.2	eV
highest occupied orbital energy	-10.2	eV
F_max	0.13852	hartree/bohr
frontier orbital gap	10.4	eV
net charge	0

---

Record 3
Here is a cluster of 8 separate species, C42H82Cl10N4O4 in total at a distorted geometry from OMol25. Energies are from ωB97M-V with the def2-TZVPD basis set.

Structure (XYZ):
```
142
Properties=species:S:1:pos:R:3:lowdin_spin:R:1
Cl 4.765 -3.109 -1.970 0.0000
Cl 2.964 -1.696 -6.952 0.0000
Cl -0.580 6.059 2.301 0.0000
Cl 2.698 -0.407 -3.801 0.0000
Cl 0.038 -1.844 -0.378 -0.0004
Cl 7.243 -1.824 -1.106 0.0000
Cl -0.714 3.907 0.295 0.0008
Cl 1.743 5.470 0.696 -0.0001
Cl 2.616 1.556 0.002 0.0001
Cl 4.919 -1.858 0.661 0.0000
O 3.147 -4.537 2.119 0.5148
O -0.960 -0.252 6.947 0.5273
O -2.524 0.519 0.485 0.5299
O -0.860 2.948 -4.850 0.4992
N -0.502 4.074 -4.328 0.3897
N 2.525 -5.658 1.887 0.3802
N -3.444 1.181 -0.163 0.3695
N -0.503 0.256 5.829 0.3680
C 1.418 -7.221 0.283 0.0003
C 0.771 -0.264 5.342 0.0274
C 2.182 -6.161 4.290 0.0056
C 1.640 -4.896 -0.312 0.0040
C 1.245 5.454 -3.240 0.0007
C -4.623 1.413 0.686 0.0262
C 1.728 -8.393 1.201 -0.0001
C 3.712 -6.328 -0.226 0.0165
C -3.857 -0.692 -1.830 0.0157
C 1.422 3.039 -3.199 0.0048
C -4.800 1.541 -2.282 -0.0002
C 1.386 -0.759 0.015 0.0001
C -4.332 2.287 1.932 0.0039
C -6.054 1.595 -1.433 -0.0001
C 3.974 -0.113 -5.033 0.0000
C -1.579 5.495 -6.115 0.0174
C -2.395 1.314 -2.386 0.0069
C 1.821 -0.098 6.452 0.0042
C -5.676 2.273 -0.110 0.0007
C 0.304 1.039 3.090 0.0000
C -2.709 4.937 -3.935 0.0100
C -0.936 1.563 3.851 0.0029
C 0.311 4.765 1.460 0.0000
C 0.937 4.197 -4.069 0.0255
C -1.347 5.245 -4.598 0.0255
C 0.752 -1.748 4.887 0.0189
C 1.288 0.582 4.186 0.0012
C 2.661 -6.675 2.918 0.0280
C -2.652 1.525 5.591 0.0009
C 5.843 -2.749 -0.579 0.0000
C 3.433 -0.067 -6.437 0.0000
C 1.730 -7.875 2.650 0.0012
C 0.620 6.692 -3.856 -0.0001
C 4.087 -7.244 3.138 0.0193
C 1.170 0.671 -0.497 0.0003
C -0.905 6.551 -3.878 -0.0007
C -3.610 0.807 -1.594 0.0265
C -1.587 0.651 4.922 0.0235
C -5.434 0.229 1.160 0.0142
C 1.764 4.192 -5.369 0.0184
C -2.186 -0.539 4.130 0.0183
C 2.368 -6.029 0.447 0.0227
H 2.832 -5.425 4.763 -0.0003
H 1.674 -7.549 -0.729 -0.0004
H -0.717 5.697 -6.749 0.0002
H -3.622 3.092 1.731 -0.0001
H -2.537 0.937 -3.397 0.0005
H 4.801 -0.817 -4.946 0.0000
H 2.537 0.552 -6.403 0.0000
H 4.277 -5.411 -0.372 0.0019
H -1.248 7.446 -4.398 -0.0004
H 0.937 6.834 -4.894 0.0000
H 0.103 -2.270 5.595 0.0018
H -1.588 -0.912 3.302 0.0004
H 1.444 -0.599 7.345 -0.0009
H 1.196 -5.701 4.188 0.0000
H -2.263 6.339 -6.218 0.0013
H -0.106 0.211 2.506 -0.0001
H 1.627 -5.193 -1.362 -0.0002
H -2.123 4.640 -6.518 0.0016
H 0.941 5.354 -2.194 0.0005
H 1.833 3.225 -5.867 0.0024
H 2.314 5.666 -3.156 -0.0004
H 4.479 0.820 -4.775 0.0000
H 0.358 -6.975 0.228 0.0002
H -1.283 6.605 -2.856 0.0000
H -5.090 0.908 -3.123 -0.0002
H 4.821 -6.466 2.921 0.0019
H 4.141 0.316 -7.167 0.0000
H -2.443 -1.353 4.809 0.0018
H 2.741 -8.761 1.007 0.0000
H -5.785 -0.421 0.357 0.0001
H 1.397 4.875 -6.141 0.0000
H -2.525 4.652 -2.899 0.0005
H 4.224 -7.708 4.112 0.0019
H 0.796 1.764 2.445 0.0001
H -3.373 0.931 6.161 -0.0005
H -3.624 -0.932 -2.864 0.0014
H 4.302 -8.023 2.401 0.0004
H 3.569 -6.766 -1.218 0.0017
H 0.686 4.098 2.227 0.0000
H 1.697 -2.288 4.860 0.0020
H -2.216 2.390 -2.385 0.0002
H 2.765 4.598 -5.208 0.0017
H -4.892 -0.932 -1.585 0.0002
H -6.774 2.263 -1.920 0.0000
H -3.322 2.046 4.907 -0.0002
H -6.371 0.466 1.668 0.0014
H 0.642 -4.726 0.081 0.0001
H 1.038 -9.206 0.980 0.0001
H 0.288 1.201 -0.148 0.0004
H -5.308 3.282 -0.315 0.0007
H -6.630 0.671 -1.402 0.0000
H 2.262 -4.002 -0.251 -0.0005
H -4.411 2.502 -2.616 0.0003
H 1.824 -8.663 3.395 -0.0004
H 0.680 2.834 -2.425 -0.0001
H -1.461 0.946 -1.952 -0.0004
H -4.907 -0.396 1.886 0.0020
H 0.694 -7.516 2.700 0.0008
H 1.165 0.620 -1.585 0.0001
H -0.691 2.578 4.189 0.0007
H 2.010 0.959 6.636 0.0002
H 2.080 -6.970 5.013 0.0000
H -6.531 2.455 0.542 -0.0004
H -3.819 1.635 2.639 -0.0002
H 1.016 7.555 -3.317 0.0000
H 6.158 -3.726 -0.233 0.0000
H -3.253 -1.298 -1.152 0.0024
H -2.218 2.205 6.322 -0.0002
H 2.330 -1.162 -0.342 0.0000
H 1.635 1.558 4.545 0.0006
H 2.788 -0.560 6.252 -0.0002
H -3.358 5.812 -3.940 0.0005
H -3.110 -0.203 3.654 0.0022
H 2.411 3.293 -2.820 -0.0002
H -5.244 2.744 2.309 -0.0002
H -1.659 1.814 3.068 -0.0001
H -3.153 4.082 -4.447 -0.0002
H 0.337 -1.836 3.882 0.0004
H 4.213 -7.169 0.256 0.0002
H 2.167 0.175 3.681 -0.0004
H 1.434 -0.776 1.103 0.0000
H 1.535 2.077 -3.701 -0.0002
```

Computed properties:
lowest unoccupied orbital energy (alpha / beta)	0.5 / 0.2	eV
highest occupied orbital energy (alpha / beta)	-8.1 / -9.3	eV
energy above the lowest of the compared OMol25 structures with the same formula, charge and spin	0.0	kcal/mol
multiplicity	5
F_max	0.07815	hartree/bohr
frontier orbital gap (alpha / beta)	8.6 / 9.5	eV
net charge	0